Molecular formula: C24H20FN2O
Method: DFT, ωB97M-V/def2-TZVPD

Results
LUMO energy, eV: -5.927
Kohn-Sham gap, eV: 5.322
Charge: +1
Energy, Eh: -1210.83103

The geometry in XYZ format:
```
48
C24H20FN2O, DFT ωB97M-V/def2-TZVPD
F -0.5409 -2.7184 3.3675
C 0.5560 -1.8922 3.2830
C 1.0139 -1.2779 4.4519
C 2.0985 -0.3950 4.3471
C 2.7191 -0.1831 3.1263
C 2.2647 -0.8372 1.9439
C 2.9546 -0.5668 0.7278
C 3.3787 -1.4762 -0.2622
C 4.4585 -1.0624 -1.1134
C 4.7259 -1.7330 -2.2911
C 3.9689 -2.8649 -2.6373
C 3.0133 -3.3693 -1.7445
C 2.7733 -2.7427 -0.5268
C 1.1420 -1.7033 2.0438
H 0.5075 -1.4597 5.3956
H 2.4680 0.1178 5.2389
H 3.5779 0.4920 3.0429
H 3.4077 0.4263 0.6707
H 5.0156 -0.1661 -0.8262
H 5.5196 -1.3719 -2.9463
H 4.1209 -3.3385 -3.6077
H 2.4484 -4.2676 -2.0078
H 2.0861 -3.1746 0.1998
H 0.7186 -2.1577 1.1510
O -0.6796 0.6021 1.0355
C -1.3491 0.8572 0.0222
C -2.7721 1.3434 0.1467
C -3.2955 2.3789 -0.6500
C -4.5910 2.8498 -0.3966
C -5.3773 2.2723 0.6000
C -4.8538 1.2424 1.3931
C -3.5442 0.8086 1.1864
C -2.4814 2.9971 -1.7659
C -2.2120 2.0471 -2.9362
C -1.6378 0.6794 -2.5326
C -0.7925 0.6821 -1.2946
N 0.4565 0.1680 -1.3087
N 1.3846 -0.2085 -1.8839
H -4.9828 3.6703 -1.0065
H -6.3936 2.6292 0.7691
H -5.4504 0.7741 2.1783
H -3.0940 0.0378 1.8166
H -3.0199 3.8698 -2.1517
H -1.5209 3.3518 -1.3712
H -3.1448 1.8725 -3.4939
H -1.5195 2.5338 -3.6386
H -2.4773 -0.0158 -2.3769
H -1.0482 0.2788 -3.3674
```

Atomic partial charges in e from the natural (NBO) method, atoms 1 to 8: -0.312, 0.398, -0.173, -0.200, -0.115, -0.150, 0.183, -0.177